{
  "formula": "C55H42ClN3O8P2S3Sn",
  "method": "ωB97M-V with the def2-TZVPD basis set",
  "symbols": ["Sn", "S", "P", "C", "P", "S", "C", "C", "C", "C", "C", "C", "C", "C", "C", "C", "C", "C", "C", "C", "C", "C", "C", "C", "C", "C", "C", "C", "C", "C", "H", "H", "H", "H", "H", "H", "H", "H", "H", "H", "H", "H", "H", "H", "H", "H", "H", "H", "H", "H", "O", "C", "O", "C", "C", "C", "C", "C", "C", "N", "O", "O", "H", "H", "H", "H", "S", "C", "N", "C", "C", "C", "C", "C", "C", "N", "C", "C", "C", "C", "C", "C", "C", "O", "O", "C", "C", "H", "H", "H", "H", "H", "H", "H", "H", "H", "H", "H", "H", "H", "H", "Cl", "C", "C", "C", "C", "C", "C", "C", "O", "O", "H", "H", "H", "H"],
  "positions_angstrom": [[-0.943995, 0.399699, 1.893215], [-1.234354, -2.418379, -0.655897], [-1.295068, -0.946004, -1.940029], [-0.884630, 0.588398, -1.146182], [-1.677781, 2.087332, -1.613486], [-3.167793, 2.234885, -0.339147], [-2.269566, 2.293713, -3.335073], [-3.631832, 2.307456, -3.606393], [-4.075417, 2.411743, -4.915576], [-3.160691, 2.488603, -5.955023], [-1.798344, 2.478777, -5.686568], [-1.351159, 2.390271, -4.378561], [-0.369351, 3.337265, -1.561442], [0.879519, 3.014440, -1.042277], [1.882821, 3.969972, -1.032014], [1.640008, 5.235767, -1.535939], [0.393086, 5.558207, -2.054570], [-0.615349, 4.611091, -2.069053], [-0.023053, -1.068619, -3.243715], [0.026369, -2.208410, -4.039159], [0.998321, -2.320532, -5.018936], [1.938578, -1.311227, -5.189194], [1.920184, -0.197284, -4.363905], [0.942230, -0.077017, -3.388449], [-2.894400, -1.053824, -2.824092], [-3.044830, -1.156091, -4.200614], [-4.309815, -1.341425, -4.739700], [-5.420999, -1.403581, -3.913606], [-5.274811, -1.279152, -2.537415], [-4.013247, -1.116018, -1.992072], [-4.330152, 2.238866, -2.781599], [-5.137715, 2.416798, -5.123794], [-3.506266, 2.561854, -6.979267], [-1.080535, 2.540466, -6.495288], [-0.290732, 2.405842, -4.163346], [1.055530, 2.028216, -0.633070], [2.847820, 3.721150, -0.613711], [2.416767, 5.989086, -1.496630], [0.207360, 6.551171, -2.445836], [-1.593537, 4.850136, -2.471307], [-0.697871, -2.997551, -3.871606], [1.030120, -3.197769, -5.653196], [2.690510, -1.394900, -5.964007], [2.669917, 0.575955, -4.476435], [0.928233, 0.782151, -2.726159], [-2.183855, -1.084028, -4.853244], [-4.428692, -1.429049, -5.813198], [-6.405140, -1.551066, -4.342283], [-6.138147, -1.318489, -1.886031], [-3.881608, -1.047400, -0.918798], [-4.245115, -2.585228, 2.647358], [-3.099007, -2.221245, 2.892673], [-2.577728, -1.104319, 2.549071], [-2.206165, -3.172861, 3.692027], [-0.899391, -2.851456, 4.032272], [-0.126750, -3.714046, 4.798549], [-0.650611, -4.919657, 5.217492], [-1.951792, -5.254687, 4.849384], [-2.734198, -4.388751, 4.098801], [-2.495870, -6.532841, 5.263176], [-3.642199, -6.813773, 4.949577], [-1.783859, -7.287927, 5.913445], [-0.476826, -1.916869, 3.693984], [0.878929, -3.427801, 5.069528], [-0.075260, -5.603360, 5.823274], [-3.746383, -4.645516, 3.825002], [-0.280897, 1.149605, 4.567737], [0.064905, -0.013617, 5.693339], [0.318605, -0.776521, 6.530958], [3.159139, -4.126479, -2.166956], [3.950596, -3.928621, -0.904140], [4.512721, -5.037546, -0.283628], [5.274404, -4.889496, 0.862110], [5.457026, -3.632530, 1.396999], [4.883731, -2.503995, 0.805383], [5.251401, -1.273860, 1.365373], [4.580194, -0.064350, 1.604270], [5.416192, 1.058411, 1.681850], [4.917947, 2.322974, 1.930593], [3.554751, 2.506071, 2.096731], [2.718351, 1.405922, 2.028219], [3.198769, 0.117665, 1.804137], [2.197773, -1.020933, 1.989199], [2.565855, -2.045920, 2.544591], [1.001832, -0.732484, 1.615386], [4.146897, -2.643981, -0.381362], [3.604945, -1.455962, -1.127962], [3.087607, -5.186844, -2.409872], [3.621919, -3.607402, -3.011093], [2.149135, -3.732208, -2.051932], [4.359938, -6.023646, -0.706913], [5.719358, -5.753948, 1.340027], [6.035920, -3.510547, 2.306216], [6.083336, -1.353855, 1.923478], [6.482517, 0.913666, 1.541004], [5.598247, 3.164109, 1.997008], [3.144058, 3.484924, 2.310431], [1.654575, 1.536728, 2.185258], [4.127101, -0.541681, -0.856221], [2.538945, -1.317789, -0.919784], [3.710977, -1.601301, -2.204104], [-4.778811, 5.723501, 6.379277], [-3.590129, 5.211357, 5.209161], [-3.682282, 3.947572, 4.654794], [-2.731782, 3.551679, 3.725179], [-1.697039, 4.403016, 3.365196], [-1.630714, 5.670860, 3.930791], [-2.576349, 6.086666, 4.854262], [-0.601626, 3.978961, 2.385613], [0.274149, 4.807066, 2.127467], [-0.694917, 2.795792, 1.920253], [-4.478254, 3.276418, 4.946927], [-2.784357, 2.565794, 3.284726], [-0.812213, 6.314368, 3.637909], [-2.528895, 7.071277, 5.300189]],
  "forces_ev_per_angstrom": [[0.528, -0.684, -0.359], [0.103, -0.132, -0.049], [0.376, -0.392, 0.639], [-0.489, -0.074, -0.006], [-0.006, 0.185, 0.678], [-0.234, 0.197, 0.008], [0.117, -0.396, 0.102], [0.006, -0.029, 0.010], [-0.007, -0.017, -0.061], [-0.017, 0.017, -0.054], [0.074, 0.004, -0.033], [-0.110, -0.049, 0.006], [-0.052, -0.097, 0.047], [-0.099, 0.145, -0.004], [0.082, 0.001, -0.009], [0.044, 0.072, 0.060], [-0.082, 0.079, -0.048], [0.094, -0.042, 0.088], [-0.005, 0.134, 0.199], [0.016, 0.042, -0.017], [0.019, -0.070, -0.079], [0.009, 0.036, -0.017], [0.057, -0.016, -0.067], [-0.118, -0.035, -0.055], [0.111, 0.267, 0.244], [0.051, 0.140, 0.043], [-0.078, 0.018, -0.122], [-0.045, 0.004, -0.022], [0.044, 0.025, 0.006], [-0.052, 0.062, -0.052], [0.016, -0.042, 0.013], [-0.015, 0.006, -0.004], [-0.013, -0.010, -0.002], [-0.011, 0.012, -0.015], [0.032, -0.027, -0.022], [0.002, -0.015, 0.042], [0.051, -0.002, 0.065], [0.030, -0.001, -0.045], [-0.005, 0.011, 0.026], [0.023, 0.027, 0.010], [0.036, -0.028, -0.045], [0.000, -0.025, 0.014], [0.031, -0.042, 0.011], [0.006, 0.013, 0.013], [0.046, -0.035, -0.039], [-0.024, 0.006, -0.002], [0.011, -0.002, -0.005], [-0.005, 0.010, -0.006], [-0.007, -0.015, 0.002], [-0.034, -0.025, 0.011], [0.287, 0.254, 0.059], [-0.184, -0.731, -0.003], [0.692, 1.153, -0.317], [0.007, 0.188, -0.077], [-0.095, 0.014, -0.076], [-0.004, 0.026, -0.016], [-0.053, -0.206, 0.064], [0.259, 0.720, -0.241], [-0.087, -0.288, 0.098], [-0.286, -0.613, 0.216], [0.176, 0.133, 0.005], [-0.033, 0.180, -0.096], [0.062, -0.012, 0.022], [0.025, -0.002, -0.019], [0.009, -0.022, -0.022], [-0.004, 0.019, -0.009], [-0.259, 0.569, -1.046], [0.102, -0.737, 0.343], [-0.029, 0.125, -0.125], [-0.039, 0.081, 0.045], [0.101, -0.119, 0.070], [-0.017, -0.082, -0.042], [0.048, 0.037, -0.011], [-0.062, -0.049, 0.098], [0.040, -0.049, -0.123], [0.037, -0.093, 0.031], [-0.255, 0.285, 0.035], [-0.024, -0.061, -0.048], [0.054, -0.029, 0.082], [-0.097, 0.151, 0.071], [0.028, 0.027, -0.135], [0.162, -0.314, -0.071], [0.578, 0.312, 0.575], [-0.164, 0.061, -0.313], [-1.381, 0.286, -0.061], [0.041, 0.086, 0.098], [-0.042, -0.049, 0.112], [0.002, 0.018, -0.013], [-0.058, -0.028, -0.023], [-0.092, 0.050, -0.065], [-0.045, 0.013, -0.015], [-0.009, 0.009, 0.018], [-0.050, 0.027, 0.018], [0.027, 0.023, 0.006], [-0.014, -0.004, -0.073], [0.001, 0.001, -0.006], [-0.074, -0.006, -0.071], [0.146, 0.111, 0.013], [-0.011, 0.051, 0.020], [-0.022, 0.075, 0.002], [-0.035, 0.034, 0.002], [-0.113, 0.039, 0.107], [0.081, -0.016, -0.122], [-0.047, -0.045, -0.008], [0.050, 0.060, 0.009], [0.138, -0.055, -0.136], [-0.033, -0.026, 0.053], [0.013, -0.016, -0.014], [0.030, 0.454, 0.263], [-0.099, -0.338, -0.088], [0.188, -0.914, -0.155], [-0.016, 0.026, 0.018], [-0.046, 0.005, -0.011], [-0.004, 0.001, -0.016], [-0.010, -0.007, 0.014]],
  "lowdin_charge": [1.33, 0.28, 0.35, -0.42, 0.37, 0.30, -0.34, -0.11, -0.09, -0.10, -0.09, -0.09, -0.34, -0.09, -0.07, -0.09, -0.09, -0.09, -0.33, -0.11, -0.09, -0.10, -0.09, -0.09, -0.34, -0.09, -0.10, -0.10, -0.07, -0.11, 0.06, 0.10, 0.09, 0.10, 0.10, 0.09, 0.10, 0.10, 0.10, 0.11, 0.11, 0.10, 0.10, 0.10, 0.08, 0.10, 0.10, 0.09, 0.10, 0.09, 0.03, -0.61, -0.24, -0.09, 0.00, -0.04, 0.00, -0.15, 0.06, -0.36, 0.05, 0.04, 0.07, 0.11, 0.11, 0.12, 0.60, -0.86, 0.05, -0.05, -0.23, -0.08, -0.10, -0.04, -0.21, 0.09, -0.20, -0.05, -0.11, -0.09, -0.03, -0.06, -0.59, 0.07, -0.25, -0.15, -0.02, 0.07, 0.07, 0.08, 0.10, 0.09, 0.11, 0.12, 0.10, 0.09, 0.10, 0.06, 0.08, 0.09, 0.06, 0.61, -0.68, -0.10, -0.04, -0.13, -0.02, -0.12, -0.62, 0.02, -0.28, 0.10, 0.09, 0.11, 0.09],
  "total_charge": -2,
  "homo_energy_ev": [-3.60, -3.62],
  "orbital_gap_ev": [4.66, 6.46]
}

{
  "formula": "C6H8O6",
  "method": "ωB97M-V with the def2-TZVPD basis set",
  "symbols": ["O", "C", "O", "C", "C", "O", "C", "O", "C", "O", "C", "O", "H", "H", "H", "H", "H", "H", "H", "H"],
  "positions_angstrom": [[-3.308812, -1.532428, -0.108864], [-2.306912, -0.887658, 0.132168], [-1.069737, -1.333597, 0.391502], [-0.113977, -0.267071, 0.578359], [1.077723, -0.602628, -0.320871], [1.317654, -2.082270, -0.247017], [2.491550, -0.132126, -0.126991], [2.346326, 1.308992, -0.189894], [-0.942490, 0.960466, 0.202767], [-0.539455, 2.257373, 0.266612], [-2.220246, 0.552707, -0.017770], [-3.335397, 1.345982, -0.550660], [0.218082, -0.292723, 1.658515], [0.744249, -0.451582, -1.369561], [0.412091, -2.537913, -0.139468], [2.993636, -0.614366, -1.049904], [2.882549, -0.509540, 0.907703], [3.085044, 1.742537, 0.074451], [0.435360, 2.266222, 0.264077], [-4.167246, 0.809615, -0.355152]],
  "forces_ev_per_angstrom": [[1.416, -0.124, 0.830], [-1.742, 0.858, -1.643], [0.573, -1.146, 0.710], [0.175, 0.462, 0.928], [-0.568, -3.651, -1.320], [-2.263, 0.316, 0.497], [-0.411, 0.245, 0.423], [-2.983, -2.403, -1.127], [-1.301, 0.513, 0.557], [0.467, -1.202, -0.228], [-1.031, 2.502, -1.203], [1.223, -2.584, 1.920], [-0.493, 0.195, -0.960], [0.252, 0.441, 0.487], [2.022, 1.124, -0.345], [-0.032, 1.087, 1.782], [-0.421, 0.726, -2.026], [3.616, 1.861, 1.181], [-0.126, 0.033, -0.086], [1.628, 0.746, -0.378]],
  "lowdin_charge": [0.13, -0.43, 0.04, -0.14, -0.28, -0.08, -0.16, -0.03, -0.16, 0.11, -0.10, 0.03, 0.20, 0.17, 0.13, 0.16, 0.17, 0.04, 0.10, 0.13],
  "total_charge": 0,
  "homo_energy_ev": -9.20,
  "orbital_gap_ev": 9.49,
  "smiles": "O=C1O[C@@H]([C@H](O)CO)C(O)=C1O"
}

{
  "formula": "C24H22Cl3CoGeN3O5P",
  "method": "ωB97M-V with the def2-TZVPD basis set",
  "symbols": ["Co", "O", "C", "O", "C", "P", "C", "C", "C", "C", "C", "C", "C", "C", "C", "C", "C", "C", "H", "H", "H", "H", "H", "H", "H", "H", "H", "H", "H", "H", "O", "C", "N", "C", "O", "C", "C", "C", "C", "C", "C", "H", "H", "H", "H", "Cl", "Ge", "Cl", "Cl", "C", "N", "C", "N", "O", "H", "H", "H", "H", "H", "H"],
  "positions_angstrom": [[-0.128358, 0.225439, 0.611597], [-3.472951, -0.154044, 2.643636], [-2.467783, -0.497403, 2.071667], [-1.951972, 0.154974, 1.049107], [-1.688635, -1.745998, 2.449513], [0.082983, -1.455204, 2.072175], [0.707392, -3.094426, 1.620677], [-0.064029, -3.883797, 0.768829], [0.393317, -5.125227, 0.359009], [1.624472, -5.587476, 0.797445], [2.399647, -4.801802, 1.638565], [1.949211, -3.556516, 2.045380], [0.751917, -1.012234, 3.697222], [0.953140, 0.327701, 4.015727], [1.373622, 0.688142, 5.287729], [1.596214, -0.287075, 6.247450], [1.384854, -1.624377, 5.939211], [0.959597, -1.986947, 4.671524], [-2.071011, -2.561778, 1.835705], [-1.847810, -2.005729, 3.493998], [-1.009835, -3.523724, 0.382309], [-0.206856, -5.721447, -0.315106], [1.985072, -6.555826, 0.476009], [3.367403, -5.153606, 1.970963], [2.574232, -2.934367, 2.669516], [0.781872, 1.095469, 3.272084], [1.527662, 1.732506, 5.525041], [1.930565, -0.006748, 7.237706], [1.549365, -2.387782, 6.688215], [0.793151, -3.031761, 4.439522], [2.837203, -0.847448, 1.467084], [2.755037, 0.337727, 1.220551], [1.591238, 0.990032, 0.857953], [1.822113, 2.363253, 0.810914], [0.985270, 3.230413, 0.683360], [3.280072, 2.583509, 1.072086], [4.024521, 3.743001, 1.107926], [5.380764, 3.617408, 1.398148], [5.950693, 2.372676, 1.653138], [5.183746, 1.210812, 1.626812], [3.845708, 1.349964, 1.326573], [3.569523, 4.705493, 0.915814], [6.005675, 4.500398, 1.428162], [7.007907, 2.311507, 1.875950], [5.613104, 0.238301, 1.826859], [2.169325, -2.427131, -1.271352], [0.770010, -0.789213, -1.243462], [-0.927656, -1.566971, -2.345617], [1.813122, 0.606455, -2.536497], [-3.039744, 3.923657, 0.107845], [-2.300635, 2.687436, -0.014393], [-1.256403, 2.512721, -0.819140], [-0.946409, 3.463168, -1.725749], [-0.570759, 1.455342, -0.824485], [-3.861558, 3.763020, 0.799764], [-3.469533, 4.226149, -0.849754], [-2.413397, 4.730570, 0.496323], [-2.500075, 1.893622, 0.589426], [-1.321998, 4.389794, -1.638696], [-0.033415, 3.366569, -2.139317]],
  "forces_ev_per_angstrom": [[-0.006, -0.033, 0.057], [-0.027, 0.025, 0.010], [-0.003, -0.041, 0.001], [0.018, 0.016, -0.075], [0.028, 0.010, 0.012], [0.002, -0.032, -0.068], [-0.044, -0.010, 0.026], [0.014, 0.008, 0.003], [0.009, -0.006, -0.004], [-0.008, 0.001, 0.001], [-0.004, 0.003, 0.006], [0.023, -0.003, -0.001], [0.016, 0.011, -0.012], [-0.021, -0.009, 0.003], [0.008, -0.002, 0.002], [0.003, -0.003, -0.005], [0.003, 0.006, -0.001], [-0.016, -0.006, 0.014], [0.006, 0.011, -0.012], [-0.004, -0.002, -0.006], [0.005, -0.005, -0.003], [-0.003, -0.002, -0.001], [0.002, -0.003, -0.003], [0.005, -0.001, 0.000], [-0.002, -0.007, -0.016], [0.000, 0.004, -0.005], [0.001, 0.002, 0.001], [-0.003, 0.002, 0.004], [0.002, -0.001, 0.004], [-0.009, 0.013, 0.010], [0.039, -0.034, -0.058], [-0.075, 0.042, 0.142], [0.036, 0.057, -0.134], [-0.022, 0.001, 0.186], [0.013, -0.003, -0.089], [0.023, -0.011, -0.064], [0.005, 0.008, 0.005], [-0.013, 0.006, 0.003], [-0.001, -0.011, 0.007], [0.008, -0.001, 0.004], [0.016, -0.001, -0.057], [0.000, 0.002, -0.003], [0.002, 0.003, 0.000], [0.002, -0.001, 0.001], [0.003, -0.002, -0.001], [-0.008, 0.045, 0.025], [-0.039, -0.046, -0.026], [0.032, 0.033, 0.014], [-0.039, -0.034, 0.027], [-0.032, -0.024, -0.042], [0.069, 0.017, 0.091], [-0.028, -0.072, -0.007], [0.021, 0.023, -0.032], [0.028, 0.051, 0.079], [0.015, 0.008, 0.019], [0.000, 0.003, -0.002], [-0.004, 0.004, -0.001], [-0.030, -0.010, -0.038], [0.006, 0.000, 0.006], [-0.020, 0.003, 0.001]],
  "lowdin_charge": [0.22, 0.09, -0.64, -0.16, -0.18, 1.08, -0.38, -0.13, -0.08, -0.08, -0.07, -0.12, -0.33, -0.07, -0.07, -0.08, -0.07, -0.08, 0.09, 0.11, 0.09, 0.11, 0.11, 0.11, 0.10, 0.10, 0.11, 0.11, 0.11, 0.11, 0.03, -0.45, 0.00, -0.40, 0.09, -0.09, 0.00, -0.07, -0.06, 0.01, -0.08, 0.12, 0.10, 0.10, 0.12, 0.23, -0.15, 0.14, 0.17, -0.06, 0.06, -0.56, 0.22, -0.18, 0.09, 0.09, 0.09, 0.11, 0.10, 0.11],
  "total_charge": 0,
  "homo_energy_ev": [-9.18, -9.19],
  "orbital_gap_ev": [8.23, 8.22]
}

For reference, energy relative to the best compared isomer or geometry (same formula, charge and spin) by record: 3.513, 1.884, 0.168 eV.